Entry w
{"formula": "C6H5NO3", "method": "ωB97M-V with the def2-TZVPD basis set", "elements": ["C", "C", "O", "N", "C", "O", "C", "C", "C", "O", "H", "H", "H", "H", "H"], "positions_angstrom": [[1.49, -0.04, -3.18], [1.03, -0.60, -2.25], [0.87, -1.29, -0.72], [0.17, -0.59, 0.21], [-1.19, -0.58, 0.41], [-2.11, -1.16, -0.39], [-1.48, 0.19, 1.51], [-0.25, 0.79, 1.89], [0.78, 0.31, 1.09], [2.05, 0.72, 0.99], [1.88, 0.44, -4.16], [-2.91, -0.73, -0.06], [-2.42, 0.25, 1.99], [-0.15, 1.54, 2.61], [2.26, 0.76, 0.05]], "gap_ha": 0.264, "e_lumo_ev": -0.33, "e_homo_ev": -7.5, "smiles": "C#COn1c(O)ccc1O"}


Entry x
{"formula": "C6H5NO3", "method": "ωB97M-V with the def2-TZVPD basis set", "elements": ["C", "C", "C", "C", "C", "C", "H", "H", "H", "H", "H", "N", "O", "O", "O"], "positions_angstrom": [[-1.13, 1.22, -1.16], [-0.16, 0.35, -0.63], [1.18, 0.92, -0.67], [1.86, -0.43, 0.94], [0.57, -1.02, 1.20], [-0.42, -0.70, 0.21], [-2.38, -0.44, -1.40], [1.47, 1.63, -1.42], [2.78, -0.68, 1.35], [0.52, -1.79, 2.01], [-1.85, -1.37, 1.92], [2.27, 0.54, 0.09], [-2.39, 0.68, -1.31], [-0.76, 2.45, -1.42], [-1.55, -1.37, 0.28]], "gap_ha": 0.242, "e_lumo_ev": -3.02, "e_homo_ev": -9.6}


Which structure wins on stability? entry x wins.


Entry w
{"formula": "C4H23N2O7", "method": "ωB97M-V with the def2-TZVPD basis set", "elements": ["C", "N", "C", "O", "C", "N", "C", "H", "H", "H", "H", "H", "H", "H", "H", "H", "H", "H", "H", "H", "O", "H", "H", "O", "H", "H", "O", "H", "H", "O", "H", "H", "O", "H", "H", "O"], "positions_angstrom": [[-0.29, 1.10, 0.20], [-0.46, 0.13, 1.39], [0.39, -1.02, 0.98], [1.72, -0.65, 0.88], [-1.30, 0.83, -0.85], [-2.71, 0.99, -0.32], [-3.73, 0.09, -0.95], [-0.04, 2.14, 0.46], [0.70, 0.84, -0.28], [0.18, 0.51, 2.09], [0.31, -1.84, 1.71], [0.07, -1.46, 0.06], [-1.08, 1.39, -1.74], [-1.25, -0.17, -1.30], [-2.72, 0.84, 0.68], [-4.67, 0.63, -0.83], [-3.45, 0.03, -1.97], [-3.57, -0.92, -0.46], [2.91, 1.06, 1.37], [3.12, -0.20, 2.13], [3.59, 0.60, 1.85], [3.32, 0.51, -1.38], [2.55, -0.65, -0.20], [2.89, -0.31, -1.17], [1.11, -0.80, -2.45], [2.20, -0.09, -3.41], [1.23, -0.11, -3.14], [-0.40, -4.32, 0.40], [-0.04, -3.13, -0.23], [-0.89, -3.53, 0.06], [-2.28, -1.01, 2.23], [-3.23, 0.06, 2.51], [-3.23, -0.90, 2.53], [2.29, 3.24, -0.55], [1.53, 2.53, -1.79], [1.52, 3.26, -1.11]], "gap_ha": 0.291, "e_lumo_ev": 3.10, "total_charge": -1, "e_homo_ev": -4.8}


Entry x
{"formula": "C4H23N2O7", "method": "ωB97M-V with the def2-TZVPD basis set", "elements": ["C", "O", "C", "C", "C", "N", "N", "H", "H", "H", "H", "H", "H", "H", "H", "H", "H", "H", "H", "H", "O", "H", "H", "O", "H", "H", "O", "H", "H", "O", "H", "H", "O", "H", "H", "O"], "positions_angstrom": [[0.18, 0.12, -0.50], [1.55, 0.00, -0.57], [-0.22, 0.36, 0.95], [-1.77, 0.55, 0.97], [-2.11, 0.35, 2.45], [-1.78, -1.01, 2.90], [0.32, 1.52, 1.69], [-0.20, -0.78, -0.97], [-0.34, 0.81, -1.25], [0.11, -0.58, 1.65], [-1.85, 1.59, 0.64], [-2.45, -0.34, 0.52], [-1.54, 1.13, 3.05], [-3.17, 0.59, 2.47], [-0.95, -1.37, 2.40], [-2.47, -1.77, 2.66], [0.09, 1.62, 2.70], [1.27, 1.90, 1.59], [0.81, 3.74, -1.32], [0.54, 2.85, -2.66], [0.24, 3.52, -2.09], [-1.01, 0.72, -2.63], [0.28, 0.46, -3.56], [-0.65, 0.46, -3.40], [1.75, 0.90, -1.53], [2.77, 1.57, -2.90], [1.82, 1.50, -2.64], [2.76, -0.53, 0.33], [4.10, -1.16, 0.24], [3.42, -1.27, 0.84], [-1.34, -3.95, -0.34], [-1.67, -2.47, -0.59], [-2.02, -3.33, -0.56], [0.99, -1.96, -0.60], [1.73, -2.85, 0.28], [0.82, -2.92, -0.23]], "gap_ha": 0.337, "e_lumo_ev": 3.32, "total_charge": -1, "e_homo_ev": -5.8}


Which structure wins on stability? entry w wins.


Entry w
{"formula": "C2H2F2S2", "method": "ωB97M-V with the def2-TZVPD basis set", "elements": ["C", "C", "F", "F", "S", "S", "H", "H"], "positions_angstrom": [[0.53, -0.38, 0.07], [-0.77, -0.12, -0.14], [0.90, -1.65, 0.30], [-0.21, 1.94, -0.04], [1.78, 0.78, 0.24], [-2.32, -0.08, 0.30], [2.79, -0.19, 0.37], [-2.72, -0.30, -1.10]], "gap_ha": 0.312, "e_lumo_ev": -0.98, "e_homo_ev": -9.5}


Entry x
{"formula": "C2H2F2S2", "method": "ωB97M-V with the def2-TZVPD basis set", "elements": ["F", "C", "S", "C", "F", "S", "H", "H"], "positions_angstrom": [[-2.97, -1.54, -0.36], [-2.46, -0.37, 0.10], [-3.27, 1.03, 0.01], [-0.96, -0.33, 0.28], [-0.58, -1.36, 1.01], [0.00, -0.40, -1.40], [-0.83, 0.62, 0.83], [0.23, 0.90, -1.68]], "gap_ha": 0.325, "e_lumo_ev": -1.09, "e_homo_ev": -9.9, "smiles": "FC(=S)[C@@H](F)S"}


Which structure wins on stability? entry x wins.